(1)
{"formula": "C23H23F16NO7PS", "method": "the ωB97M-V functional and the def2-TZVPD basis", "elements": ["C", "C", "O", "O", "C", "O", "C", "P", "C", "O", "O", "C", "C", "C", "C", "C", "C", "C", "N", "C", "S", "H", "H", "H", "H", "H", "H", "H", "H", "H", "H", "H", "H", "H", "H", "H", "C", "C", "C", "F", "F", "F", "F", "O", "C", "C", "F", "F", "F", "F", "H", "H", "H", "H", "C", "C", "C", "F", "F", "F", "F", "O", "C", "C", "F", "F", "F", "F", "H", "H", "H", "H"], "positions_angstrom": [[4.64572, 2.43971, -1.83576], [4.91662, 2.74144, -3.37914], [5.93336, 2.20769, -3.89894], [4.08572, 3.52685, -4.25454], [3.50330, 4.64571, -3.59926], [4.03925, 5.35685, -2.72418], [2.00621, 5.04989, -4.10251], [0.69441, 4.36100, -2.93704], [0.38067, 5.64196, -1.56759], [0.74065, 5.09063, -0.25480], [1.98934, 5.59024, 0.00909], [-1.00498, 4.07331, -3.78671], [-1.71440, 2.90906, -2.90448], [-1.82101, 1.42805, -3.34646], [-2.46869, 0.32929, -2.46282], [-3.03159, 0.78788, -1.07264], [-2.93320, 2.28548, -0.59309], [-2.27223, 3.35305, -1.52105], [1.14585, 2.76503, -2.27846], [1.46226, 1.99476, -3.30130], [1.63382, 1.22488, -4.75995], [5.33844, 1.57329, -1.51310], [4.96101, 3.34802, -1.19308], [3.56276, 2.19514, -1.57270], [1.93180, 4.68597, -5.18541], [2.01427, 6.20435, -4.15059], [1.02115, 6.57608, -1.77816], [-0.71714, 6.00584, -1.59343], [2.62577, 4.82974, -0.02301], [-0.81717, 3.75988, -4.86766], [-1.62723, 5.04015, -3.71779], [-1.36590, 1.14747, -4.36151], [-2.52099, -0.76720, -2.77775], [-3.50242, 0.01442, -0.35785], [-3.33347, 2.56897, 0.44741], [-2.16484, 4.45310, -1.19250], [1.84642, 0.26760, 3.08436], [1.68070, -0.66018, 1.86011], [0.67632, -0.19664, 0.80413], [-0.57364, -0.08339, 1.28637], [0.61144, -1.09772, -0.21066], [1.39327, -1.91108, 2.29320], [2.90465, -0.74240, 1.25866], [1.12127, -0.08219, 4.27029], [-0.22274, 0.35034, 4.35383], [-1.22058, -0.81235, 4.36554], [-1.10175, -1.58344, 3.26051], [-2.49517, -0.35545, 4.38751], [-0.47038, 1.24584, 3.37768], [-0.31924, 1.03285, 5.51717], [2.89528, 0.18353, 3.38425], [1.71903, 1.32354, 2.82855], [0.97133, 0.76505, 0.37270], [-1.06602, -1.45161, 5.23749], [-0.64015, -6.30544, 1.43336], [-1.68581, -5.34218, 0.82950], [-2.35518, -4.38453, 1.81673], [-3.03497, -5.02371, 2.78536], [-3.26017, -3.59990, 1.17282], [-2.60539, -6.06566, 0.14671], [-1.03407, -4.58553, -0.10363], [-1.07456, -7.63884, 1.73434], [-1.71303, -7.84487, 2.97944], [-3.18047, -8.26304, 2.83175], [-3.89749, -7.34462, 2.14813], [-3.76873, -8.39383, 4.04502], [-1.55097, -6.75579, 3.75512], [-1.02550, -8.83951, 3.58710], [0.11935, -6.44723, 0.65871], [-0.09660, -5.85831, 2.27062], [-1.62058, -3.72355, 2.28558], [-3.26295, -9.21370, 2.30034]], "forces_ev_per_angstrom": [[0.082, 0.584, 0.433], [5.015, -2.964, -0.977], [-4.823, 2.563, 1.868], [-0.896, 1.439, 2.866], [0.497, 2.067, 1.804], [-1.673, -3.180, -3.153], [1.939, -0.123, -0.993], [-0.985, -0.608, -0.454], [0.205, 0.584, 0.835], [-2.084, 0.201, -2.251], [2.562, 0.187, 0.640], [-0.287, -1.069, 0.673], [-1.608, -1.539, 2.243], [-0.767, 0.718, 2.307], [0.163, 4.358, 1.778], [1.515, 2.225, -1.779], [1.409, -1.134, -3.309], [-0.237, -3.630, -0.856], [1.455, -0.896, -4.624], [-1.399, 1.289, -0.772], [-0.197, 1.862, 4.573], [-1.230, 1.420, -0.936], [-0.531, -1.312, -1.236], [1.468, 0.347, -0.549], [-0.374, 0.230, 1.597], [-0.323, -1.859, 0.426], [-0.768, -1.561, 0.303], [1.698, -1.046, 0.127], [-0.903, 0.541, -0.040], [-0.370, 0.460, 1.456], [1.118, -1.444, -0.249], [-0.896, 0.417, 1.698], [0.096, 1.909, 0.432], [0.866, 1.435, -1.372], [0.718, -0.474, -1.946], [-0.405, -2.087, -0.499], [0.598, 0.249, 0.598], [0.038, -0.456, 0.984], [-0.224, -0.082, -0.839], [0.118, -0.008, 0.035], [0.300, -0.051, 0.089], [-0.154, 0.207, -0.267], [-0.226, 0.376, -0.251], [-1.259, 0.026, -0.916], [1.686, 0.813, 0.155], [-0.573, -0.614, 0.259], [0.189, 0.124, 0.056], [0.338, 0.306, 0.035], [-0.459, -0.124, 0.152], [-0.292, -0.501, -0.152], [-0.177, -0.247, -0.047], [-0.252, -0.214, -0.138], [0.115, 0.044, 0.137], [0.158, 0.182, 0.072], [0.758, -0.398, -0.176], [-0.097, -1.012, -0.250], [-0.289, 0.780, 0.133], [0.071, -0.042, -0.114], [0.179, -0.057, -0.293], [-0.020, 0.264, 0.211], [0.029, 0.266, 0.369], [-1.100, 0.644, 0.833], [1.698, 0.396, -0.577], [-0.793, -0.303, -0.140], [0.304, -0.054, 0.003], [0.446, 0.032, 0.030], [-0.358, -0.294, 0.210], [-0.531, -0.050, -0.150], [-0.295, -0.027, -0.049], [-0.354, 0.051, 0.005], [0.126, -0.121, -0.106], [0.251, -0.018, 0.037]], "multiplicity": 1, "e_homo_ev": -11.993, "total_energy_ha": -3808.477765, "total_charge": 1, "homo_lumo_gap_ev": 6.9}


(2)
{"formula": "C23H23FN4O7Pt", "method": "the ωB97M-V functional and the def2-TZVPD basis", "elements": ["Pt", "O", "C", "O", "C", "C", "C", "C", "C", "N", "C", "O", "O", "H", "H", "H", "H", "H", "C", "C", "N", "C", "C", "C", "O", "O", "C", "O", "C", "C", "C", "F", "C", "C", "C", "N", "C", "C", "N", "C", "C", "H", "H", "H", "H", "H", "H", "H", "H", "H", "H", "H", "H", "H", "H", "H", "H", "H", "H"], "positions_angstrom": [[-0.16980, 0.02260, 0.29359], [3.49037, -1.27832, 2.45428], [2.54667, -0.63661, 1.79181], [2.21783, -0.87399, 0.65275], [1.92637, 0.48286, 2.56173], [2.46122, 1.00155, 3.73044], [1.87395, 2.13331, 4.27402], [0.80530, 2.72320, 3.61565], [0.32850, 2.13471, 2.45530], [0.86834, 1.02289, 1.96276], [-0.72598, 2.68782, 1.53203], [-1.52272, 3.64472, 1.93740], [-0.77052, 2.27834, 0.39262], [3.90126, -1.94967, 1.89263], [3.32778, 0.53736, 4.17844], [2.26352, 2.57255, 5.18194], [0.37957, 3.64041, 4.00102], [-1.46821, 3.84435, 2.87925], [-4.47597, -6.14444, -1.58011], [-4.05406, -5.84187, -0.14601], [-2.95013, -4.87166, -0.10145], [-3.25320, -3.56807, -0.01858], [-2.34664, -2.54594, -0.05880], [-2.92048, -1.14612, 0.00722], [-4.11247, -1.02399, 0.18076], [-2.11933, -0.15306, -0.22417], [-0.97002, -2.84549, -0.18408], [-0.02916, -2.01046, -0.31527], [-0.63812, -4.26279, -0.21146], [0.70387, -4.64983, -0.24568], [1.04973, -5.96707, -0.30417], [2.36879, -6.25488, -0.24209], [0.08389, -6.99453, -0.40722], [-1.24570, -6.59696, -0.35179], [-1.62928, -5.25680, -0.21326], [0.40121, -8.34844, -0.61698], [1.78392, -8.77711, -0.85569], [1.80041, -10.26018, -1.24131], [0.51572, -10.57711, -1.93321], [-0.61744, -10.54176, -0.95363], [-0.37526, -9.39187, 0.03548], [-5.31495, -6.83899, -1.58466], [-3.65427, -6.57890, -2.15115], [-4.78968, -5.22790, -2.07921], [-3.75201, -6.74370, 0.38192], [-4.88757, -5.41459, 0.40679], [-4.29950, -3.30428, 0.08140], [1.46681, -3.88359, -0.21473], [-2.01184, -7.34937, -0.45954], [2.42909, -8.64612, 0.01592], [2.19824, -8.18649, -1.67028], [1.87666, -10.91443, -0.37511], [2.64074, -10.46971, -1.89862], [0.55466, -11.48031, -2.40557], [0.35758, -9.86186, -2.64597], [-0.65256, -11.49435, -0.42831], [-1.54401, -10.41697, -1.50981], [0.14944, -9.75917, 0.92573], [-1.33460, -9.01541, 0.37122]], "forces_ev_per_angstrom": [[-2.913, -1.131, -1.561], [0.102, 0.060, 0.415], [-0.047, -0.116, -0.628], [0.362, 0.001, 0.415], [-0.112, 0.343, 0.216], [-0.004, -0.045, 0.020], [0.044, -0.014, -0.021], [-0.134, 0.054, -0.002], [0.000, -0.218, 0.038], [1.177, 0.001, 0.410], [0.260, 0.141, 0.429], [-0.153, 0.105, -0.279], [-0.063, -0.901, -0.088], [0.006, -0.035, -0.168], [-0.020, 0.011, 0.033], [0.003, 0.001, -0.008], [-0.008, 0.006, -0.017], [0.111, -0.029, 0.084], [0.085, 0.039, 0.131], [-0.168, -0.129, -0.277], [-0.167, 0.098, 0.074], [-0.017, -0.124, 0.035], [0.397, 0.291, 0.249], [-0.064, -0.663, -0.148], [0.134, 0.166, -0.005], [0.933, 0.879, 0.018], [-0.705, -0.233, -0.136], [0.578, 1.224, 0.912], [0.092, 0.129, -0.101], [-0.043, -0.083, -0.053], [0.060, 0.147, 0.064], [-0.107, -0.212, -0.092], [-0.066, 0.202, -0.059], [-0.068, -0.155, -0.015], [0.342, 0.158, -0.035], [0.103, -0.176, -0.071], [-0.071, 0.165, 0.039], [0.268, 0.165, 0.157], [0.047, -0.025, -0.101], [-0.292, 0.105, 0.349], [0.092, 0.000, 0.069], [0.015, -0.009, -0.003], [-0.023, -0.005, -0.028], [-0.014, -0.021, -0.026], [0.003, 0.039, 0.090], [0.056, 0.045, 0.053], [-0.013, -0.040, -0.034], [0.049, -0.044, 0.010], [-0.002, 0.032, -0.029], [0.026, -0.021, 0.004], [0.021, 0.037, 0.010], [-0.101, -0.048, -0.032], [-0.074, -0.057, -0.076], [0.012, -0.021, -0.015], [-0.046, -0.027, -0.035], [0.066, -0.063, -0.108], [0.060, 0.019, -0.099], [-0.024, -0.007, -0.014], [0.012, -0.012, 0.043]], "de_lowest_kj_mol": 209.5, "multiplicity": 1, "e_homo_ev": [-13.181, -13.146], "total_energy_ha": -1854.627313, "total_charge": 2, "homo_lumo_gap_ev": [7.6, 7.5]}


Which formula does entry 1 have? C23H23F16NO7PS


Number 1 is which compound? C23H23F16NO7PS